ORCA calculation (ωB97M-V/def2-TZVPD) on one molecule with the formula C2H3BrN2S at a distorted geometry.

Structure (SMILES): C=N/N=C/SBr
Net charge: 0

```
9
Properties=species:S:1:pos:R:3:forces:R:3
C 2.12518 -0.63775 -0.10298 -2.258 -0.274 -0.351
N 1.14623 -0.36854 0.67994 3.886 0.562 0.478
N -0.07512 -0.23904 0.46716 -3.525 0.402 -1.010
C -0.80407 0.76006 0.14841 0.302 -3.713 0.228
S -2.52605 0.91782 0.16055 -2.358 0.708 0.216
Br -4.36674 -0.49304 -0.33922 1.850 0.304 0.186
H 1.95887 -0.88039 -1.15654 0.010 0.245 0.068
H 3.08498 -0.77824 0.30925 0.856 0.011 0.536
H -0.54329 1.71912 -0.16656 1.238 1.756 -0.353
```
Positions in Å, forces in eV/Å.

Mulliken atomic charge list, values in e, 2 entries: C -0.31; N -0.30

---

ORCA calculation (ωB97M-V/def2-TZVPD) on C21H38I2InN2O3S as an isolated structure.

Net charge: +3

```
68
Properties=species:S:1:pos:R:3:forces:R:3
In -0.26991 0.16605 0.35252 -0.104 0.102 0.013
C 1.84777 0.32704 2.95819 -0.027 -0.015 0.000
O 1.66415 0.07406 1.54404 0.018 -0.043 0.017
C 2.81729 -0.50339 0.90516 0.002 0.035 -0.039
C 2.77080 -0.10986 -0.55594 0.003 -0.061 0.065
O 1.42029 -0.24209 -1.07687 0.102 0.053 -0.057
C 1.18542 -1.40989 -1.90129 -0.070 -0.004 0.004
C 0.89104 -2.59350 -1.01156 0.031 0.017 -0.008
O -0.07561 -2.15937 -0.02553 -0.013 -0.063 -0.003
C -1.08867 -3.16601 0.24455 0.012 0.009 -0.016
H 2.63540 1.06619 3.08907 0.002 0.011 0.004
H 2.11211 -0.59952 3.46682 0.016 0.014 -0.004
H 0.90325 0.70822 3.33790 0.016 0.022 0.007
H 2.80393 -1.58519 1.05801 0.005 0.003 -0.007
H 3.72545 -0.10067 1.35698 0.003 -0.012 0.003
H 3.44715 -0.73031 -1.14240 -0.003 0.005 -0.015
H 3.04796 0.93018 -0.69069 -0.015 0.036 0.000
H 2.04866 -1.58091 -2.54251 0.006 -0.017 0.001
H 0.32822 -1.16201 -2.52641 0.029 -0.014 0.027
H 1.77896 -2.96170 -0.49387 0.000 -0.002 -0.019
H 0.47244 -3.40588 -1.60541 0.000 0.001 -0.011
H -0.63078 -4.00417 0.76969 0.000 -0.005 -0.001
H -1.52156 -3.51016 -0.69233 -0.003 0.001 -0.001
H -1.86011 -2.70148 0.85114 -0.003 -0.002 0.000
C -1.63543 3.58028 3.67970 0.003 -0.005 -0.007
C -1.30549 3.12945 2.28782 0.022 0.011 0.029
C -2.35931 2.74093 1.43899 -0.022 -0.013 -0.003
C -3.76840 2.73076 1.96608 -0.005 0.001 0.012
C -2.11597 2.44950 0.09816 0.108 0.005 -0.030
C -3.30064 2.37102 -0.82600 -0.044 0.000 -0.029
C -0.76097 2.40983 -0.39778 -0.053 0.049 -0.091
C -0.50107 2.44204 -1.89974 -0.059 0.022 0.072
C 0.30252 2.81839 0.49567 0.015 0.012 -0.023
C 1.67564 3.12233 -0.04504 0.063 -0.081 0.039
C 0.02103 3.15069 1.82796 -0.001 -0.034 0.024
C 1.11785 3.65767 2.73014 0.019 0.006 -0.016
H -2.55624 4.15960 3.69411 -0.003 0.000 -0.003
H -0.85598 4.19227 4.11871 0.014 0.003 0.004
H -1.79454 2.71588 4.33400 0.001 -0.001 -0.001
H -4.21614 3.72641 1.90292 0.000 0.008 0.003
H -3.79700 2.43119 3.01142 -0.005 0.005 0.001
H -4.41139 2.05383 1.41003 0.003 0.004 0.004
H -3.98215 1.55342 -0.58032 0.008 0.003 0.019
H -3.03716 2.30916 -1.87419 -0.021 -0.001 -0.012
H -3.88904 3.28376 -0.70474 -0.012 -0.008 0.005
H -0.46236 3.48266 -2.22969 0.008 0.011 0.004
H -1.28110 1.94931 -2.47056 0.059 -0.013 0.028
H 0.44128 1.97753 -2.17298 0.024 -0.022 -0.034
H 1.81437 2.83240 -1.07977 -0.006 -0.008 -0.014
H 2.46450 2.67295 0.55860 -0.017 0.006 -0.033
H 1.84026 4.20140 0.00685 -0.030 0.020 -0.009
H 1.09951 4.75012 2.76940 -0.006 -0.001 0.004
H 2.10851 3.37531 2.38684 -0.018 0.015 0.020
H 1.00442 3.30245 3.75218 -0.015 -0.014 0.005
S -1.79285 -0.21381 2.27130 -0.043 0.010 0.067
C -1.24090 -1.53641 3.24820 -0.005 0.015 -0.011
N -1.94030 -1.92384 4.29517 -0.018 -0.019 -0.029
C -1.25837 -2.98866 5.05203 0.013 -0.006 0.018
C -0.13745 -3.39638 4.07857 0.004 0.017 -0.022
N -0.13874 -2.26720 3.12074 0.027 -0.027 0.059
H -2.78054 -1.46019 4.60640 0.000 0.005 0.001
H -1.94304 -3.80347 5.27030 0.002 0.001 0.003
H -0.87141 -2.58609 5.98709 0.000 0.005 -0.003
H -0.36463 -4.32585 3.55661 0.000 -0.004 0.000
H 0.82727 -3.48766 4.56963 0.000 -0.004 -0.002
H 0.41888 -2.24545 2.28289 -0.023 -0.013 -0.006
I -2.69844 -0.70556 -1.88768 -0.010 -0.037 -0.032
I -2.12691 -2.66630 -3.59093 0.015 0.011 0.029
```
Positions in Å, forces in eV/Å.

Mulliken atomic charge list, values in e, 2 entries: In 1.07; C -1.09

---

| no. | E_LUMO (eV) | molecular weight (g/mol) | frontier orbital gap (eV) |
| --- | --- | --- | --- |
| 1 | -1.84 | 167.0 | 6.95 |
| 2 | -9.97 | 767.2 | 7.37 |